ORCA calculation (the ωB97M-V functional and the def2-TZVPD basis) on 2 unconnected molecules or ions with the total composition C5H11NO3 at a distorted geometry.

Last column: Löwdin charge in e.
Geometry (Å):
C: 2.1239 1.3737 -0.0491  -0.071
C: 1.6344 -0.9564 -0.1156  -0.362
O: 1.8146 0.2165 -0.8196  -0.100
O: 1.6954 -1.0653 1.0750  0.063
H: 1.6351 -1.7863 -0.8385  0.145
H: 2.8942 1.1545 0.6937  0.092
H: 1.2211 1.7052 0.4715  0.068
H: 2.4792 2.1302 -0.7453  0.091
C: -1.3940 -1.6296 0.9276  -0.098
N: -0.9969 -1.0734 -0.3477  -0.041
C: -1.1582 0.3072 -0.5957  -0.475
C: -1.2603 1.2552 0.3384  0.027
O: -1.3217 0.5366 -1.9346  0.055
H: -1.1389 1.4660 -2.1154  0.111
H: -1.2628 -1.6173 -1.1571  0.133
H: -2.4008 -1.3197 1.2281  0.088
H: -0.6772 -1.3055 1.6822  0.070
H: -1.3599 -2.7148 0.8620  0.088
H: -1.1558 1.0350 1.3821  0.056
H: -1.3714 2.2882 0.0582  0.059

Calculated values
gap between HOMO and LUMO = 0.3328 Eh
LUMO = 0.79 eV
multiplicity = 1
maximum force = 0.032 Eh/bohr
molar mass = 133.1 g/mol
SMILES = C=C(O)NC.COC=O
energy above the lowest of the compared OMol25 structures with the same formula, charge and spin = 176.5 kJ/mol
charge = 0


ORCA calculation (the ωB97M-V functional and the def2-TZVPD basis) on C19H26O3 in the gas phase at a distorted geometry.

Last column: Löwdin charge in e.
Geometry (Å):
O: 2.3923 -0.1385 5.5053  0.098
O: 2.2293 2.3262 -1.9176  -0.013
O: 2.9499 1.2050 2.3133  0.062
C: 2.0643 -0.0750 4.3283  -0.274
C: -0.5256 0.0814 -4.2587  0.023
C: -0.8475 0.0637 -2.9157  -0.128
C: 0.1671 -1.6934 4.0409  -0.040
C: -0.2598 2.5538 2.1323  -0.009
C: 1.5017 2.5456 0.3473  -0.050
C: -1.5625 1.6355 -1.0820  -0.134
C: -1.4670 0.7476 0.1123  -0.134
C: 0.1921 -0.8203 1.1940  -0.058
C: 1.4357 -0.6925 -1.4441  -0.018
C: 1.5310 -1.2463 3.4805  -0.203
C: 2.2016 1.2032 3.5171  -0.071
C: 0.6711 1.6388 1.2859  -0.286
C: 1.9087 1.6187 -0.7577  -0.339
C: -0.3737 1.1606 -1.9428  -0.221
C: 1.4693 -0.7074 2.0389  -0.156
C: 0.0487 0.5018 0.4094  -0.268
C: 1.6152 0.7853 2.1575  -0.286
C: 0.7321 0.6126 -0.9835  -0.287
H: 2.6315 1.7270 -2.5671  0.108
H: -0.8832 -0.7012 -4.9119  0.042
H: 0.1307 0.8530 -4.6540  0.055
H: -1.4982 -0.7325 -2.5484  0.107
H: -0.5055 -0.8572 4.1002  0.078
H: -0.2958 -2.4168 3.4021  0.069
H: 0.2674 -2.1939 5.0338  0.102
H: -0.9213 3.1128 1.4266  0.089
H: 0.3036 3.2819 2.7234  0.086
H: -0.8771 1.9737 2.8304  0.088
H: 2.3467 3.0869 0.7822  0.136
H: 0.8826 3.3453 -0.0778  0.132
H: -2.5304 1.5434 -1.5471  0.116
H: -1.3725 2.6565 -0.7600  0.107
H: -2.0241 1.1646 0.9900  0.123
H: -1.9529 -0.1894 -0.1187  0.114
H: -0.7067 -0.8561 1.8233  0.117
H: 0.1926 -1.6762 0.5633  0.106
H: 0.7384 -1.5318 -1.4749  0.081
H: 1.8294 -0.5859 -2.4518  0.084
H: 2.2399 -0.9471 -0.7439  0.083
H: 2.2433 -2.0708 3.5105  0.150
H: 1.9200 2.1179 4.0347  0.154
H: 2.8427 1.0959 -0.4306  0.164
H: 0.0224 2.0165 -2.5537  0.149
H: 2.3031 -1.1226 1.4592  0.154

Calculated values
gap between HOMO and LUMO = 0.3638 Eh
LUMO = 0.63 eV
multiplicity = 1
maximum force = 0.059 Eh/bohr
molar mass = 302.4 g/mol
SMILES = C=C[C@H]1CC[C@]23C[C@@H]4[C@H](C)C(=O)[C@H]5O[C@]54[C@@]2(C)C[C@H](O)[C@]13C
energy above the lowest of the compared OMol25 structures with the same formula, charge and spin = 125.5 kJ/mol
charge = 0


ORCA calculation (the ωB97M-V functional and the def2-TZVPD basis) on a molecular structure, C37H37FN7O5PRe at a distorted geometry.

Last column: Löwdin charge in e.
Geometry (Å):
Re: -0.1975 -0.1120 0.0345  1.526
O: 0.2914 0.5782 4.7209  0.169
C: 0.5558 0.3550 3.4536  -0.490
O: 0.6331 -0.7377 2.9410  0.095
C: 0.8321 1.5969 2.6652  -0.153
C: 1.3093 2.7437 3.2924  0.053
C: 1.7580 3.8107 2.5228  0.025
C: 1.7749 3.6549 1.1473  0.050
C: 1.2600 2.4856 0.6031  -0.183
N: 0.7497 1.4878 1.3272  0.048
C: 1.3465 2.2755 -0.9252  -0.629
O: 1.7294 3.1950 -1.6093  0.126
O: 1.0020 1.1123 -1.2919  -0.153
H: 0.1678 -0.2448 5.2249  0.164
H: 1.3394 2.7719 4.3718  0.135
H: 2.1161 4.7198 2.9833  0.132
H: 2.1619 4.3978 0.4656  0.139
N: 4.2070 -5.1286 2.8326  0.197
C: 4.3720 -3.8145 2.6370  -0.500
O: 5.2886 -3.1657 3.0886  0.098
C: 3.3069 -3.1212 1.8147  -0.083
C: 3.6201 -1.8968 1.2300  0.046
C: 2.6322 -1.1853 0.5759  -0.100
N: 1.3762 -1.6208 0.4891  -0.086
C: 1.0892 -2.8194 0.9890  -0.123
C: 2.0132 -3.6005 1.6576  0.033
H: 4.9083 -5.6293 3.3603  0.135
H: 3.4467 -5.6522 2.4369  0.101
H: 4.6206 -1.5035 1.3147  0.134
H: 2.8668 -0.2381 0.1075  0.115
H: 0.0771 -3.1708 0.8678  0.081
H: 1.6801 -4.5406 2.0678  0.122
C: 0.7756 -3.4064 -5.5217  -0.063
C: -0.3381 -2.4163 -5.8450  -0.397
C: 0.1742 -0.9830 -5.9387  -0.065
C: -1.4996 -2.5406 -4.8379  -0.095
N: -1.1239 -2.2563 -3.4800  -0.062
C: -1.0087 -1.0885 -2.8384  -0.055
N: -0.7142 -1.3693 -1.5695  -0.133
N: -0.6427 -2.7000 -1.4847  0.010
N: -0.8852 -3.2208 -2.6019  0.122
H: 1.5595 -3.3339 -6.2699  0.089
H: 0.3989 -4.4262 -5.5245  0.086
H: 1.2211 -3.2053 -4.5496  0.073
H: -0.7691 -2.6875 -6.8126  0.146
H: 0.6964 -0.6808 -5.0326  0.073
H: -0.6425 -0.2890 -6.1299  0.081
H: 0.8762 -0.9060 -6.7640  0.091
H: -1.8666 -3.5686 -4.8403  0.140
H: -2.3056 -1.8572 -5.1141  0.140
H: -1.1444 -0.1125 -3.2649  0.132
C: -1.9251 3.1153 0.2130  -0.198
P: -2.1043 1.4754 -0.5771  0.971
C: -3.7198 0.8440 -0.0449  -0.392
C: -4.5406 1.5320 0.8414  -0.077
C: -5.7557 0.9876 1.2236  -0.049
C: -6.1561 -0.2439 0.7321  -0.046
C: -5.3368 -0.9402 -0.1460  -0.053
C: -4.1263 -0.3999 -0.5337  -0.122
C: -2.3451 1.9954 -2.3089  -0.365
C: -3.6030 1.9119 -2.9039  -0.073
C: -3.8265 2.5162 -4.1284  -0.052
C: -2.8072 3.1976 -4.7745  -0.047
C: -1.5436 3.2442 -4.2077  -0.044
C: -1.3105 2.6454 -2.9834  -0.093
H: -2.8070 3.7113 -0.0285  0.073
H: -1.0515 3.6195 -0.1988  0.051
H: -1.8193 3.0303 1.2938  0.048
H: -4.2512 2.4884 1.2457  0.103
H: -6.3937 1.5223 1.9106  0.118
H: -7.1042 -0.6606 1.0309  0.117
H: -5.6416 -1.9089 -0.5128  0.117
H: -3.4815 -0.9401 -1.2153  0.098
H: -4.4091 1.3989 -2.4022  0.100
H: -4.8106 2.4762 -4.5661  0.116
H: -2.9954 3.6984 -5.7104  0.117
H: -0.7393 3.7662 -4.7012  0.120
H: -0.3211 2.7026 -2.5644  0.072
F: -4.2295 -2.4467 4.2097  0.125
C: -3.4205 -1.9477 3.2766  -0.231
C: -3.0075 -0.6260 3.3751  0.032
C: -2.1666 -0.1177 2.4077  -0.126
C: -1.6687 -0.9041 1.3575  -0.322
C: -2.1625 -2.2144 1.2713  -0.106
C: -3.0250 -2.7418 2.2122  0.033
H: -3.3533 -0.0184 4.1962  0.137
H: -1.8744 0.9249 2.4868  0.100
H: -1.8869 -2.8419 0.4365  0.075
H: -3.4096 -3.7453 2.1297  0.135

Calculated values
gap between HOMO and LUMO (spin up / spin down) = 0.2154 / 0.2466 Eh
<S²> = 0.81
LUMO (spin up / spin down) = -8.29 / -7.52 eV
multiplicity = 2
maximum force = 0.072 Eh/bohr
molar mass = 895.9 g/mol
energy above the lowest of the compared OMol25 structures with the same formula, charge and spin = 114.3 kJ/mol
charge = +2


ORCA calculation (the ωB97M-V functional and the def2-TZVPD basis) on C3H10N2O in the gas phase at a distorted geometry.

Last column: Löwdin charge in e.
Geometry (Å):
C: -0.2676 -0.2603 -0.9359  -0.211
N: 0.7471 0.7937 -0.8460  -0.063
C: 1.8500 0.6546 0.0349  -0.266
O: 1.5893 1.1349 1.4100  -0.095
C: -1.5923 -0.1433 -0.1556  -0.278
N: -1.9992 -1.3768 0.5004  -0.014
H: 0.2057 -1.2073 -0.7312  0.097
H: -0.3674 -0.3164 -2.0330  0.111
H: 0.5030 1.7723 -0.8451  0.118
H: 2.0638 -0.3829 0.2546  0.112
H: 2.6896 1.2819 -0.2715  0.116
H: 1.6027 0.3880 1.9948  0.046
H: -1.4433 0.7019 0.5614  0.112
H: -2.3904 0.2888 -0.7941  0.102
H: -1.9370 -1.2751 1.5080  0.061
H: -1.2540 -2.0540 0.3483  0.051

Calculated values
gap between HOMO and LUMO = 0.3596 Eh
LUMO = 0.86 eV
multiplicity = 1
maximum force = 0.041 Eh/bohr
molar mass = 90.1 g/mol
SMILES = NCCNCO
energy above the lowest of the compared OMol25 structures with the same formula, charge and spin = 183.5 kJ/mol
charge = 0